Molecular formula: C10H12NO2P
Method: DFT, the ωB97M-V functional and the def2-TZVPD basis

Structure (ORCA input):
```
! wB97M-V def2-TZVPD RIJCOSX def2/J DEFGRID3
* xyz 0 1
C -2.573 1.606 -0.358
C -1.305 2.075 -0.130
C -2.900 0.284 -0.429
C -0.641 -0.302 0.041
C -0.248 1.084 0.007
C -1.921 -0.693 -0.121
C 4.424 -1.024 0.264
C 1.195 1.447 0.072
C 2.907 -0.455 -0.209
C -2.410 -2.130 0.113
N 3.042 0.564 -1.214
O 5.422 -0.486 -0.105
O 1.829 1.240 -1.290
P 2.118 0.419 1.328
H -3.336 2.273 -0.636
H -1.041 3.065 -0.353
H -3.927 -0.043 -0.719
H 0.006 -1.188 0.164
H 4.249 -1.851 0.940
H 1.282 2.501 0.362
H 2.275 -1.285 -0.706
H -1.951 -2.376 1.079
H -3.497 -2.109 0.167
H -1.980 -2.640 -0.766
H 3.842 1.095 -1.113
H 3.286 1.162 1.529
*
```

Calculated values
- Energy: -934.7015 Eh
- Structure (SMILES): Cc1cccc([C@@H]2ON[C@@H](C=O)P2)c1
- Frontier orbital gap: 9.3 eV
- E_LUMO: 0.0217 Ha
- Max |F|: 4.332 eV/Å
- Energy relative to the best compared isomer or geometry (same formula, charge and spin): 4.5617 eV
- HOMO: -8.69 eV